The following is a quantum chemistry calculation of 8 unconnected molecules or ions with the total composition C48H57FN9O8PS, from the Open Molecules 2025 dataset.

SMILES: NCC1=C(P(O)(O)=S)C(=O)c2c(C[C@@H]3CO3)c(C(=O)NC(=O)F)cc(CCCCO)c2C1=O.c1cc[nH]c1.c1cc[nH]c1.c1cc[nH]c1.c1cc[nH]c1.c1cc[nH]c1.c1cc[nH]c1.c1cc[nH]c1
Electronic energy (hartree): -3797.291904
Energy above the lowest of the compared OMol25 structures with the same formula, charge and spin (kJ/mol): 0.0

Geometry as XYZ:
```
125
C48H57FN9O8PS ωB97M-V/def2-TZVPD
N 4.68555 -6.99053 -1.05299
C 4.23370 -5.58405 -0.97166
C 2.70924 -5.44551 -0.94642
C 1.92746 -5.42641 -2.02183
P 2.56751 -5.56184 -3.72829
O 1.34985 -5.64316 -4.78449
O 3.56555 -6.79648 -3.91312
S 3.52454 -3.90436 -4.12003
C 0.42376 -5.24266 -1.83966
O -0.38482 -5.83298 -2.51155
C 0.06106 -4.28633 -0.71795
C -1.00268 -3.42862 -0.84594
C -1.87151 -3.44326 -2.08798
C -2.83571 -4.69952 -1.98311
C -4.14004 -4.42612 -1.16440
O -2.91481 -5.27141 -0.72564
C -1.25655 -2.54433 0.20087
C -2.36727 -1.53273 0.12344
O -3.51961 -1.72511 0.38548
N -1.96698 -0.16060 -0.26741
C -1.59869 -0.06655 -1.62727
O -0.55388 -0.42127 -2.10103
F -2.49530 0.51537 -2.44765
C -0.45850 -2.59301 1.31219
C 0.60998 -3.44965 1.46296
C 1.44028 -3.38997 2.72187
C 2.27324 -2.07027 2.73395
C 3.44442 -2.15331 1.73740
C 4.30867 -0.88710 1.78267
O 5.06863 -0.73640 0.57899
C 0.87738 -4.31093 0.41836
C 2.04719 -5.28033 0.41050
O 2.42024 -5.90369 1.37376
H 4.54170 -7.36952 -0.11818
H 3.98707 -7.47803 -1.60898
H 4.65287 -4.94543 -1.75491
H 4.57993 -5.15384 -0.02186
H 1.07691 -4.71847 -4.88232
H 4.35784 -6.40082 -4.31538
H -1.30540 -3.60551 -3.00619
H -2.53471 -2.57705 -2.12320
H -2.93214 -5.34104 -2.85711
H -4.07735 -3.83303 -0.25535
H -4.79620 -5.29319 -1.08164
H -1.15659 0.12403 0.27680
H -0.65326 -1.88688 2.12332
H 0.82338 -3.45472 3.62663
H 2.17008 -4.19775 2.80442
H 2.71408 -2.00199 3.73625
H 1.61576 -1.22569 2.49847
H 4.06388 -3.03331 1.96581
H 3.07194 -2.29520 0.71081
H 4.98024 -0.91780 2.65100
H 3.61992 -0.03359 1.87556
H 5.05548 0.19875 0.35630
C -4.83395 2.02714 3.86274
C -3.43483 2.21775 3.72128
C -2.97514 1.24054 2.87786
N -4.03992 0.46469 2.50859
C -5.17489 0.94048 3.10088
H -5.51184 2.61990 4.45407
H -2.83543 2.98439 4.18388
H -1.98365 1.03183 2.51139
H -3.99593 -0.33095 1.89523
H -6.12541 0.46388 2.92873
C 1.45282 4.47323 2.60054
C 2.85160 4.65872 2.43291
C 3.29473 3.67945 1.58628
N 2.21920 2.90558 1.23826
C 1.09180 3.38730 1.84982
H 0.78842 5.07024 3.20292
H 3.46244 5.42437 2.88285
H 4.27881 3.46587 1.20324
H 2.25168 2.10966 0.62897
H 0.13452 2.91651 1.69893
C 9.25307 2.11969 0.04816
C 9.79565 1.07385 0.83998
C 8.87627 0.05777 0.85932
N 7.79907 0.44937 0.11507
C 8.02268 1.70287 -0.38730
H 9.71335 3.06754 -0.17684
H 10.75126 1.06781 1.33756
H 8.89552 -0.90659 1.33807
H 6.97068 -0.10014 -0.03938
H 7.28887 2.18932 -1.00856
C -9.88527 1.75655 1.16498
C -10.59805 0.74763 0.46294
C -9.72300 -0.27664 0.22058
N -8.50847 0.07506 0.74535
C -8.60133 1.31109 1.32643
H -10.27215 2.70058 1.51197
H -11.63449 0.77215 0.17003
H -9.85767 -1.22117 -0.27852
H -7.67871 -0.48729 0.70918
H -7.74709 1.76477 1.80104
C -7.97422 3.33691 -1.55825
C -7.86865 4.06524 -2.77417
C -6.73775 3.63261 -3.41419
N -6.15313 2.67468 -2.63144
C -6.90335 2.48551 -1.50088
H -8.74656 3.42656 -0.81374
H -8.54675 4.81988 -3.13700
H -6.29944 3.92243 -4.35435
H -5.30565 2.18570 -2.85216
H -6.60947 1.76496 -0.75722
C -1.43977 1.70027 -7.53180
C -1.97135 2.88048 -6.94758
C -2.07449 2.65719 -5.60022
N -1.63042 1.38771 -5.34839
C -1.23743 0.80020 -6.51945
H -1.22919 1.53244 -8.57497
H -2.24552 3.78878 -7.45805
H -2.42512 3.28937 -4.80159
H -1.59733 0.95487 -4.44410
H -0.85019 -0.20460 -6.53117
C 7.03394 6.86573 5.08017
C 6.32145 7.01610 3.86037
C 5.13381 7.63039 4.15558
N 5.09889 7.85303 5.50517
C 6.25536 7.39420 6.07484
H 8.00666 6.42156 5.21106
H 6.64482 6.70893 2.87945
H 4.31236 7.92694 3.52503
H 4.34216 8.28630 6.00058
H 6.42252 7.48218 7.13490
```

These are the Mulliken partial charges, in e, on atoms 1 to 99:
1. N -0.598
2. C -1.502
3. C 0.447
4. C 0.886
5. P 0.375
6. O -0.482
7. O -0.493
8. S -0.365
9. C -0.408
10. O -0.534
11. C 1.162
12. C 0.354
13. C -1.453
14. C 0.310
15. C -0.847
16. O -0.418
17. C 0.559
18. C -0.517
19. O -0.679
20. N 0.148
21. C 0.530
22. O -0.470
23. F -0.207
24. C -0.306
25. C 0.020
26. C -1.424
27. C -0.647
28. C -0.059
29. C -0.477
30. O -0.563
31. C 0.119
32. C -0.218
33. O -0.610
34. H 0.336
35. H 0.318
36. H 0.521
37. H 0.199
38. H 0.359
39. H 0.372
40. H 0.453
41. H 0.452
42. H 0.539
43. H 0.212
44. H 0.464
45. H 0.224
46. H 0.894
47. H 0.490
48. H 0.411
49. H 0.444
50. H 0.371
51. H 0.154
52. H 0.177
53. H 0.265
54. H 0.197
55. H 0.310
56. C -0.687
57. C -0.626
58. C -0.237
59. N 0.309
60. C -0.595
61. H 0.404
62. H 0.445
63. H 0.319
64. H 0.151
65. H 0.625
66. C -0.781
67. C 0.050
68. C -0.863
69. N 0.085
70. C -0.377
71. H 0.397
72. H 0.460
73. H 0.454
74. H 0.185
75. H 0.398
76. C -0.493
77. C -0.442
78. C -0.461
79. N 0.074
80. C -0.412
81. H 0.396
82. H 0.390
83. H 0.373
84. H 0.273
85. H 0.383
86. C -0.593
87. C -0.410
88. C -0.626
89. N 0.198
90. C -0.495
91. H 0.474
92. H 0.410
93. H 0.413
94. H 0.156
95. H 0.462
96. C -0.011
97. C -0.832
98. C -0.480
99. N 0.127

***

The following is a quantum chemistry calculation of a single C3H5N3O molecule, from the Open Molecules 2025 dataset.

SMILES: [H]/N=c1\cc[nH]n1O
Electronic energy (hartree): -356.716980
Energy above the lowest of the compared OMol25 structures with the same formula, charge and spin (kJ/mol): 368.6

Geometry as XYZ:
```
12
C3H5N3O ωB97M-V/def2-TZVPD
H 1.16797 2.34318 -0.28248
N 1.39072 1.36259 -0.06684
C 0.28568 0.73637 0.14306
C -1.13312 1.11971 0.07896
C -1.73249 -0.07023 -0.13585
N -0.85194 -1.12518 -0.12325
N 0.32502 -0.60579 0.42184
O 1.47148 -1.24528 -0.15827
H -1.53872 2.09816 -0.17714
H -2.76808 -0.20930 -0.29670
H -1.19814 -2.00339 0.26030
H 1.99813 -0.40293 -0.37708
```

The computed Mulliken charges, all in e, follow:
1. H 0.221
2. N -0.786
3. C 0.656
4. C -0.545
5. C -0.272
6. N -0.267
7. N 0.066
8. O -0.469
9. H 0.327
10. H 0.391
11. H 0.269
12. H 0.409

***

The following is a quantum chemistry calculation of a molecular structure, C7H8AuN2O4, from the Open Molecules 2025 dataset.

<S²>: 2.02
Electronic energy (hartree): -816.308928
2S+1: 3
Net charge: +3

Geometry as XYZ:
```
22
C7H8AuN2O4 ωB97M-V/def2-TZVPD
Au -0.02491 -0.01558 -2.98385
O -0.01196 3.01483 -1.98800
C -0.00431 2.00445 -2.52791
C 0.00765 -1.99768 -2.59404
O 0.00995 -3.02943 -2.10928
C 2.00931 0.00808 -2.56014
O 3.02858 0.00683 -2.03991
C -2.00509 -0.00225 -2.63487
O -3.03335 -0.00647 -2.19137
H 0.00481 0.40933 -5.48815
H 0.00686 -0.40132 -5.51173
C 1.06013 -0.68385 3.40378
N 0.00261 0.00755 2.67592
C -1.06538 0.68279 3.40705
C -0.00001 -0.00378 1.35709
N 0.00710 0.00523 0.18123
H 0.89206 -0.56810 4.47941
H 2.04353 -0.25647 3.15763
H 1.08696 -1.75862 3.16534
H -1.07708 1.75535 3.15715
H -2.05228 0.25706 3.16173
H -0.88519 0.57204 4.48293
```

The computed Mulliken charges, all in e, follow:
1. Au 1.279
2. O -0.056
3. C 0.190
4. C 0.192
5. O -0.055
6. C 0.200
7. O -0.050
8. C 0.181
9. O -0.024
10. H 0.060
11. H 0.064
12. C -0.646
13. N 0.100
14. C -0.638
15. C 0.312
16. N -0.204
17. H 0.311
18. H 0.370
19. H 0.369
20. H 0.370
21. H 0.366
22. H 0.310

***

The following is a quantum chemistry calculation of 2 unconnected molecules or ions with the total composition C3H10OS, from the Open Molecules 2025 dataset.

SMILES: CSC.CO
Electronic energy (hartree): -593.692147
Energy above the lowest of the compared OMol25 structures with the same formula, charge and spin (kJ/mol): 65.6

Geometry as XYZ:
```
15
C3H10OS ωB97M-V/def2-TZVPD
C -0.93891 1.62955 0.54480
S -0.27222 0.08515 1.25037
C -1.78955 -0.78541 1.70735
H -1.88568 1.81050 1.04743
H -1.08193 1.57725 -0.52943
H -0.27736 2.44830 0.84564
H -1.60327 -1.23216 2.68304
H -1.99611 -1.53570 0.95151
H -2.61500 -0.07540 1.75684
C 1.52149 -1.06242 -2.59655
O 1.75515 0.12975 -1.86501
H 0.48975 -1.12157 -2.96020
H 1.79539 -1.94505 -2.01233
H 2.16095 -1.02169 -3.48040
H 1.49538 -0.01746 -0.94682
```

The computed Mulliken charges, all in e, follow:
1. C -0.821
2. S -0.091
3. C -0.732
4. H 0.317
5. H 0.273
6. H 0.309
7. H 0.281
8. H 0.242
9. H 0.247
10. C -0.495
11. O -0.481
12. H 0.218
13. H 0.251
14. H 0.215
15. H 0.266

***

The following is a quantum chemistry calculation of a single C18H19Cl3N2O2 molecule, from the Open Molecules 2025 dataset.

SMILES: O=C(N[C@@H](NC[C@H]1CCCO1)C(Cl)(Cl)Cl)c1cccc2ccccc12
Electronic energy (hartree): -2337.910454
Energy above the lowest of the compared OMol25 structures with the same formula, charge and spin (kJ/mol): 0.0

Geometry as XYZ:
```
44
C18H19Cl3N2O2 ωB97M-V/def2-TZVPD
O 0.41365 -0.94166 -2.26742
C 0.63359 -0.15425 -1.37329
N -0.33919 0.24052 -0.50009
C -1.69310 -0.23210 -0.58435
N -2.11726 -0.69217 0.71109
C -1.55704 -1.97791 1.08909
C -2.17359 -2.40631 2.42334
C -1.94919 -1.37534 3.54769
C -3.32997 -0.74868 3.74076
C -4.24344 -1.89596 3.31704
O -3.57906 -2.53139 2.24425
C -2.61042 0.91711 -1.04223
Cl -2.01277 1.60545 -2.56160
Cl -2.63210 2.18721 0.19435
Cl -4.26700 0.33006 -1.28510
C 1.96005 0.46116 -1.08682
C 2.44524 0.44338 0.20003
C 3.70474 0.97621 0.50231
C 4.46686 1.53662 -0.48402
C 4.00459 1.58135 -1.81527
C 4.77746 2.16189 -2.84306
C 4.31690 2.19860 -4.12851
C 3.06136 1.65627 -4.44218
C 2.28578 1.08776 -3.47045
C 2.73428 1.02854 -2.13411
H -0.14081 0.92194 0.21604
H -1.69659 -1.01109 -1.37286
H -3.12988 -0.77678 0.75139
H -0.47408 -1.87946 1.19477
H -1.76282 -2.75315 0.33520
H -1.75774 -3.38650 2.69810
H -1.62422 -1.87674 4.45918
H -1.20265 -0.63994 3.26120
H -3.45484 0.10031 3.06954
H -3.51337 -0.42879 4.76357
H -4.38120 -2.60613 4.14612
H -5.22267 -1.57515 2.95827
H 1.86515 -0.01318 0.98991
H 4.06460 0.93763 1.51973
H 5.43882 1.95164 -0.25872
H 5.74220 2.57857 -2.59056
H 4.91421 2.64430 -4.91037
H 2.70931 1.69227 -5.46246
H 1.32622 0.66390 -3.71952
```

The computed Mulliken charges, all in e, follow:
1. O -0.614
2. C 0.430
3. N -0.158
4. C -1.163
5. N 0.179
6. C -1.062
7. C 0.203
8. C -0.787
9. C -0.406
10. C -0.591
11. O -0.514
12. C 0.763
13. Cl -0.134
14. Cl -0.138
15. Cl -0.160
16. C 0.621
17. C -0.234
18. C -0.929
19. C -0.842
20. C 0.979
21. C -0.819
22. C -0.516
23. C -0.704
24. C -0.802
25. C 0.461
26. H 0.428
27. H 0.356
28. H 0.274
29. H 0.299
30. H 0.387
31. H 0.458
32. H 0.372
33. H 0.235
34. H 0.115
35. H 0.434
36. H 0.345
37. H 0.325
38. H 0.513
39. H 0.403
40. H 0.393
41. H 0.380
42. H 0.387
43. H 0.397
44. H 0.439

***

The following is a quantum chemistry calculation of a single C4H4O2 molecule, from the Open Molecules 2025 dataset.

SMILES: O=CC1=C[C@@H]1O
Electronic energy (hartree): -305.133327
Energy above the lowest of the compared OMol25 structures with the same formula, charge and spin (kJ/mol): 383.7

Geometry as XYZ:
```
10
C4H4O2 ωB97M-V/def2-TZVPD
O -0.12222 -0.16285 -1.70900
C 0.89264 -0.37347 -1.05232
C 0.90334 -0.02546 0.36333
C -0.12648 -0.84292 0.68644
C -0.31025 0.57944 1.00401
O -1.12781 1.47246 0.35984
H 1.71258 -0.98389 -1.45222
H -0.52162 -1.78320 0.33874
H -0.26389 0.78369 2.06013
H -1.03628 1.33620 -0.59895
```

The computed Mulliken charges, all in e, follow:
1. O -0.535
2. C 0.045
3. C -0.219
4. C -0.083
5. C -0.067
6. O -0.547
7. H 0.353
8. H 0.356
9. H 0.346
10. H 0.350